{"formula": "C2H13N8P", "method": "ωB97M-V with the def2-TZVPD basis set", "charge": 2, "de_lowest_kj_mol": 69.3, "orbital_gap_ev": 7.90, "spin_multiplicity": 1, "lumo_energy_ha": -0.29508, "mol_weight_g_mol": 180.2, "species": ["C", "C", "N", "N", "N", "N", "N", "N", "N", "N", "P", "H", "H", "H", "H", "H", "H", "H", "H", "H", "H", "H", "H", "H"], "xyz": [[0.07774, -1.83798, -1.71426], [0.09226, 0.92602, 2.52615], [1.32291, 1.02137, -1.56699], [-0.52850, -3.00974, -1.79176], [1.36954, -1.71614, -1.89217], [-0.38012, 1.18203, 3.75604], [-1.44405, 1.79216, -1.65228], [-0.67313, 0.95218, 1.47199], [1.38882, 0.58549, 2.41526], [-0.68426, -0.72520, -1.45476], [-0.16987, 0.86523, -1.26237], [1.77121, 1.92508, -1.61316], [-0.00781, -3.84757, -2.01627], [-1.52303, -3.13062, -1.66493], [1.94980, -2.51236, -2.12036], [1.79412, -0.78774, -1.84775], [-1.35279, 1.38201, 3.91511], [0.20021, 1.07652, 4.57033], [-1.31756, 2.79630, -1.73636], [-2.39954, 1.54610, -1.41913], [-1.63302, 1.20997, 1.65339], [1.99798, 0.66284, 3.21160], [1.81876, 0.54229, 1.50987], [-1.66968, -0.89822, -1.27716]], "lowdin_charge": [-0.434, -0.605, -0.107, 0.242, 0.233, 0.180, -0.017, 0.047, 0.165, 0.003, 0.836, 0.059, 0.156, 0.149, 0.160, 0.078, 0.123, 0.124, 0.108, 0.099, 0.047, 0.121, 0.092, 0.141]}

***

{"formula": "C2H13N8P", "method": "ωB97M-V with the def2-TZVPD basis set", "charge": 2, "de_lowest_kj_mol": 75.1, "orbital_gap_ev": [5.91, 5.71], "spin_multiplicity": 3, "s_squared": 2.014, "lumo_energy_ha": [-0.22745, -0.39679], "mol_weight_g_mol": 180.2, "species": ["C", "C", "N", "N", "N", "N", "N", "N", "N", "N", "P", "H", "H", "H", "H", "H", "H", "H", "H", "H", "H", "H", "H", "H"], "xyz": [[0.24271, 2.63781, -0.93468], [-1.18075, -2.10587, 1.65937], [0.36889, -0.20186, -2.32866], [0.16538, 3.81645, -0.37903], [-0.25077, 2.40463, -2.13649], [-2.00003, -3.11504, 1.06790], [2.20401, -0.85724, -0.25315], [-1.07525, -0.86668, 1.19319], [-0.44723, -2.42775, 2.72082], [0.93828, 1.60272, -0.27884], [1.13819, 0.04169, -0.99095], [0.46645, -1.04596, -2.82223], [0.07013, 4.67716, -0.80481], [0.70301, 4.04368, 0.47469], [-0.78458, 3.15039, -2.69232], [-0.39715, 1.46315, -2.44172], [-2.67134, -2.61870, 0.47269], [-2.15143, -4.04473, 1.39099], [2.78105, -1.43810, -0.89679], [2.49570, -1.12441, 0.67603], [-1.79342, -0.64724, 0.57701], [-0.17753, -3.44722, 2.84081], [0.05268, -1.71102, 3.26749], [1.30300, 1.81415, 0.61868]], "lowdin_charge": [-0.457, -0.434, -0.200, 0.216, 0.189, 0.229, -0.139, 0.288, 0.217, -0.033, 0.694, 0.000, 0.113, 0.159, 0.194, 0.034, 0.133, 0.125, 0.096, 0.076, 0.060, 0.183, 0.155, 0.104]}

***

{"formula": "C2H13NO3", "method": "ωB97M-V with the def2-TZVPD basis set", "de_lowest_kj_mol": 159.7, "orbital_gap_ev": 10.72, "spin_multiplicity": 1, "lumo_energy_ha": 0.02051, "mol_weight_g_mol": 99.1, "species": ["H", "O", "N", "H", "H", "C", "H", "H", "H", "C", "H", "H", "H", "O", "H", "H", "O", "H", "H"], "xyz": [[0.35504, 0.15014, 0.40297], [1.46761, 0.61031, 0.59638], [-0.81029, -0.18348, -0.15171], [1.15703, 1.02049, 1.41338], [-1.16771, 0.70808, -0.46092], [-1.84606, -0.99838, 0.53828], [-2.23832, -1.87382, -0.01598], [-2.84905, -0.49243, 0.63887], [-0.49441, -0.71013, -0.95766], [-1.48962, -1.15473, 2.00316], [-2.16698, -1.93208, 2.43402], [-0.53229, -1.70702, 2.10058], [-1.50859, -0.31306, 2.66340], [0.40148, 2.12193, -1.15950], [0.53085, 3.07733, -1.20182], [1.16201, 1.81466, -0.55570], [1.88726, -0.74376, -1.74866], [1.82488, 0.12681, -1.33503], [1.46570, -1.29180, -1.08132]], "lowdin_charge": [0.039, -0.262, 0.035, 0.020, 0.097, -0.265, 0.120, 0.117, 0.101, -0.118, 0.083, 0.081, 0.065, -0.117, 0.037, 0.022, -0.060, -0.009, 0.014]}